1.
Below is 14 unconnected molecules or ions with the total composition C34H62Cl22O9 in a non-equilibrium geometry, with properties calculated with ωB97M-V/def2-TZVPD.

For the LUMO energy, the calculation gives -0.18 eV. Its strongest force on any atom is 4.97 eV/A. The HOMO energy is -10.49 eV. The value obtained for the HOMO-LUMO gap is 0.3788 Eh.

The geometry in XYZ format:
```
127
Properties=species:S:1:pos:R:3:mulliken_charge:R:1
C -6.4513 -9.7216 0.0076 -1.29
C -6.4988 -8.4281 0.7520 0.42
C -6.7075 -8.4150 2.2484 -0.43
O -5.5907 -7.6055 2.7132 -0.33
C -4.7433 -7.3624 1.6754 0.63
O -3.7804 -6.6833 1.6883 -0.53
O -5.2360 -7.9164 0.5759 -0.37
H -6.3434 -10.6194 0.6162 0.35
H -5.6386 -9.7847 -0.7160 0.33
H -7.4297 -9.7666 -0.4707 0.32
H -7.1686 -7.7145 0.2721 0.33
H -6.7001 -9.3939 2.7279 0.29
H -7.7052 -8.0031 2.4002 0.28
C -2.2293 0.7265 -1.5505 -1.33
C -1.4181 -0.0373 -0.4895 0.39
C 0.0904 0.2753 -0.5149 -0.46
O 0.5085 0.6380 0.8195 -0.30
C -0.6535 0.8482 1.5018 0.64
O -0.6845 1.2969 2.6474 -0.59
O -1.7200 0.5004 0.7970 -0.34
H -2.4133 0.0920 -2.4175 0.35
H -1.7974 1.6877 -1.8293 0.36
H -3.2293 0.9295 -1.1673 0.34
H -1.6928 -1.0865 -0.3807 0.34
H 0.2869 1.0558 -1.2500 0.28
H 0.5928 -0.5938 -0.9398 0.32
C 9.6966 1.1294 3.8300 -1.43
C 8.5912 2.0837 3.8927 0.58
C 7.2538 1.5353 4.2810 -0.47
O 6.8971 2.2196 5.4628 -0.29
C 7.7863 3.0875 5.7790 0.66
O 7.7267 3.8780 6.7223 -0.59
O 8.8604 2.9831 4.9455 -0.37
H 9.6675 0.4875 4.7105 0.36
H 10.6436 1.6684 3.8561 0.34
H 9.6322 0.5360 2.9179 0.38
H 8.4110 2.4876 2.8965 0.24
H 7.3465 0.4617 4.4451 0.29
H 6.5885 1.7163 3.4368 0.31
Cl 4.8120 4.3224 -6.4853 -0.22
C 4.2051 4.7947 -4.8043 -0.47
C 2.7774 5.3453 -4.9572 -0.38
Cl 2.1822 5.6888 -3.3806 -0.19
H 4.9061 5.5098 -4.3736 0.33
H 4.1467 3.9451 -4.1239 0.32
H 2.0952 4.5724 -5.3113 0.29
H 2.7946 6.2687 -5.5362 0.32
Cl -4.4250 8.0077 -9.2722 -0.19
C -3.7515 8.8653 -7.8124 -0.48
C -4.4249 8.4602 -6.4650 -0.37
Cl -4.0805 6.6891 -6.0592 -0.19
H -3.8002 9.9253 -8.0619 0.32
H -2.6742 8.7111 -7.8741 0.32
H -5.4959 8.6563 -6.4140 0.32
H -3.9455 9.0181 -5.6607 0.27
Cl 0.2042 -0.5627 -8.3397 -0.19
C 0.7215 -0.7846 -10.0729 -0.42
C 1.6309 -2.0260 -10.0866 -0.44
Cl 3.2938 -1.6338 -9.3583 -0.19
H 1.1447 0.1431 -10.4582 0.33
H -0.2225 -0.9534 -10.5911 0.27
H 1.7582 -2.3606 -11.1161 0.30
H 1.1836 -2.8293 -9.5011 0.33
Cl -8.3185 -1.2034 1.0504 -0.17
C -9.3254 -0.5544 -0.1810 -0.41
C -10.5771 0.2357 0.4006 -0.42
Cl -10.2520 1.2065 1.8466 -0.16
H -9.4704 -1.3651 -0.8949 0.32
H -8.7900 0.1664 -0.7989 0.25
H -11.3329 -0.5117 0.6421 0.28
H -11.0312 0.8445 -0.3811 0.31
Cl 4.5812 -8.1598 -1.5467 -0.17
C 3.8376 -6.8165 -0.7562 -0.43
C 2.3472 -6.6363 -1.2418 -0.36
Cl 2.4534 -6.0674 -2.8935 -0.18
H 4.4689 -5.9724 -1.0340 0.29
H 3.9235 -7.0349 0.3082 0.28
H 1.7962 -5.8994 -0.6574 0.27
H 1.6781 -7.4968 -1.2376 0.30
Cl 1.1822 3.7457 10.0530 -0.19
C 0.4845 2.3078 10.8593 -0.43
C -0.3986 2.6658 12.0705 -0.40
Cl -1.6805 3.8529 11.7812 -0.17
H 1.3400 1.6689 11.0785 0.31
H -0.1240 1.7806 10.1246 0.29
H 0.2169 3.0618 12.8782 0.31
H -0.9480 1.7504 12.2900 0.27
Cl 7.3388 -0.6375 -2.3907 -0.18
C 8.9460 -1.0006 -3.1755 -0.42
C 9.3866 0.2097 -4.0547 -0.47
Cl 9.6404 1.6718 -3.0776 -0.17
H 8.9601 -1.8520 -3.8559 0.30
H 9.7270 -1.1921 -2.4397 0.32
H 8.5789 0.4067 -4.7596 0.31
H 10.2745 -0.0695 -4.6221 0.32
Cl 2.2468 -5.6832 5.5321 -0.18
C 2.2719 -3.9518 5.3870 -0.40
C 3.1853 -3.3150 6.4617 -0.43
Cl 2.4464 -3.3783 8.1419 -0.19
H 1.2536 -3.5732 5.4745 0.33
H 2.7388 -3.6544 4.4480 0.27
H 3.2358 -2.2881 6.0996 0.27
H 4.1669 -3.7883 6.4808 0.34
Cl -4.5196 6.4846 4.7791 -0.19
C -5.1610 5.1535 3.8047 -0.45
C -4.8856 5.3568 2.3229 -0.35
Cl -6.0062 6.5566 1.6408 -0.19
H -6.2312 5.0911 4.0014 0.32
H -4.6636 4.2521 4.1628 0.29
H -4.9959 4.3841 1.8437 0.26
H -3.8637 5.6690 2.1075 0.31
Cl 4.0909 7.2937 2.9943 -0.17
C 2.9833 7.2180 4.2998 -0.37
C 1.5531 7.2695 3.8926 -0.44
Cl 1.0680 8.8758 3.2330 -0.20
H 3.1867 7.9584 5.0736 0.33
H 3.0414 6.2347 4.7666 0.25
H 0.9995 7.1109 4.8181 0.28
H 1.3041 6.4953 3.1669 0.33
Cl -3.3954 -8.0019 -6.8396 -0.18
C -4.7496 -6.9693 -6.9878 -0.39
C -4.7670 -5.9927 -5.7960 -0.39
Cl -6.1048 -4.8269 -5.9199 -0.21
H -5.6038 -7.6447 -7.0365 0.29
H -4.7744 -6.4429 -7.9419 0.31
H -3.8240 -5.4512 -5.7218 0.32
H -4.9243 -6.5128 -4.8510 0.27
```

---

2.
Below is 10 unconnected molecules or ions with the total composition C34H62FN2O9, with properties calculated with ωB97M-V/def2-TZVPD.

For the LUMO energy, the calculation gives -4.09 eV. Its strongest force on any atom is 0.88 eV/A. The HOMO energy is -11.10 eV. The charge is +1. The value obtained for the HOMO-LUMO gap is 0.2574 Eh.

The geometry in XYZ format:
```
108
Properties=species:S:1:pos:R:3:mulliken_charge:R:1
N 3.1818 -0.2976 0.2735 -0.61
C 1.9995 -0.3455 -0.1696 -0.22
C 1.0276 -1.4132 0.3062 -0.36
C -0.4253 -1.0609 0.3302 0.26
C -1.4463 -1.9197 -0.0191 -0.50
C -2.7732 -1.5193 0.0581 -0.39
C -3.0927 -0.2388 0.4959 -0.55
C -2.0854 0.6056 0.8469 -0.17
N -0.8330 0.1553 0.7463 0.44
F 0.1221 1.0207 1.1422 -0.16
H 3.2277 -1.0340 0.9825 0.31
H 1.6848 0.3484 -0.9500 0.50
H 1.1091 -2.2711 -0.3641 0.41
H 1.3204 -1.7515 1.3052 0.16
H -1.1848 -2.9102 -0.3612 0.58
H -3.5530 -2.2137 -0.2231 0.46
H -4.1150 0.1005 0.5399 0.41
H -2.2358 1.6152 1.1962 0.43
C 5.4865 -2.5455 3.6654 -1.10
C 4.4335 -1.4814 3.6836 0.91
O 3.4958 -1.4704 2.9038 -0.60
C 4.5822 -0.4030 4.7209 -0.92
H 5.2873 -3.2750 2.8849 0.19
H 6.4629 -2.0948 3.4908 0.40
H 5.5056 -3.0587 4.6279 0.40
H 5.5328 0.1135 4.5825 0.40
H 4.5695 -0.8419 5.7191 0.38
H 3.7693 0.3107 4.6372 -0.11
C -2.0220 0.9825 -3.1230 -0.36
C -3.1188 1.9441 -2.7145 0.90
O -3.4889 2.0158 -1.5612 -0.54
C -3.7093 2.7960 -3.7996 -1.21
H -1.6717 0.4232 -2.2551 -0.16
H -2.3947 0.2860 -3.8752 0.36
H -1.1875 1.5328 -3.5598 0.10
H -4.1402 2.1575 -4.5740 0.36
H -2.9253 3.4035 -4.2558 0.34
H -4.4776 3.4505 -3.3960 0.31
C 3.9452 4.7202 6.5640 -1.14
C 3.5495 3.2906 6.2885 0.87
O 3.9456 2.3749 6.9681 -0.53
C 2.6282 3.0564 5.1116 -1.04
H 4.6041 4.7565 7.4272 0.31
H 4.4576 5.1416 5.6976 0.33
H 3.0577 5.3246 6.7586 0.33
H 3.0978 3.4079 4.1913 0.32
H 1.6923 3.5995 5.2520 0.39
H 2.4166 1.9936 5.0312 0.16
C -7.1309 6.6303 -4.8005 -1.16
C -6.8121 5.4005 -3.9915 0.81
O -5.6942 5.1855 -3.5741 -0.58
C -7.9609 4.4646 -3.7272 -0.82
H -6.2352 7.2334 -4.9250 0.32
H -7.5171 6.3427 -5.7796 0.34
H -7.9028 7.2136 -4.2960 0.32
H -8.3749 4.1093 -4.6723 0.35
H -8.7489 5.0017 -3.1971 0.11
H -7.6232 3.6163 -3.1350 0.28
C 2.2221 -4.4625 2.3773 -0.27
C 2.5929 -5.5729 3.3360 0.61
O 3.6872 -5.6185 3.8456 -0.55
C 1.5223 -6.5955 3.6032 -1.10
H 3.0558 -3.7770 2.2536 -0.01
H 1.9448 -4.8963 1.4137 0.16
H 1.3648 -3.9122 2.7732 0.28
H 1.2527 -7.0908 2.6693 0.22
H 0.6364 -6.1062 4.0124 0.33
H 1.8854 -7.3321 4.3162 0.33
C 9.4953 -4.9203 1.9729 -1.16
C 8.6677 -3.7475 1.5111 0.87
O 8.2730 -2.9052 2.2831 -0.53
C 8.3554 -3.6757 0.0357 -1.13
H 9.6507 -4.8594 3.0466 0.30
H 8.9869 -5.8553 1.7319 0.33
H 10.4609 -4.9200 1.4648 0.35
H 7.8083 -4.5680 -0.2733 0.32
H 9.2804 -3.6310 -0.5411 0.36
H 7.7578 -2.7911 -0.1702 0.28
C 2.4218 -8.2001 -0.7683 -1.19
C 1.2630 -7.2515 -0.6051 0.87
O 0.7408 -7.0627 0.4707 -0.54
C 0.7832 -6.5478 -1.8520 -1.10
H 2.6738 -8.6427 0.1918 0.31
H 2.1624 -8.9899 -1.4748 0.37
H 3.2891 -7.6676 -1.1624 0.33
H 0.4660 -7.2789 -2.5964 0.41
H 1.5936 -5.9583 -2.2845 0.33
H -0.0549 -5.8993 -1.6064 0.18
C -13.1036 6.8363 -3.2284 -1.15
C -11.8973 5.9881 -2.9155 0.83
O -10.7870 6.3061 -3.2755 -0.51
C -12.1450 4.7227 -2.1305 -1.04
H -12.7993 7.7135 -3.7929 0.30
H -13.8250 6.2609 -3.8106 0.33
H -13.5902 7.1498 -2.3035 0.33
H -12.8330 4.0742 -2.6747 0.33
H -12.5983 4.9631 -1.1678 0.33
H -11.2060 4.1993 -1.9674 0.23
C 1.9691 3.7048 -3.6116 -0.89
C 3.3612 3.1285 -3.7507 0.78
O 4.1938 3.6483 -4.4491 -0.54
C 3.6531 1.8678 -2.9689 -0.94
H 1.8822 4.6029 -4.2171 0.33
H 1.2273 2.9738 -3.9407 0.09
H 1.7679 3.9515 -2.5674 0.32
H 2.9783 1.0672 -3.2807 0.26
H 3.5221 2.0414 -1.8988 0.27
H 4.6783 1.5574 -3.1522 0.33
```